Record 1
The molecule C5H8N2 at a distorted geometry. Source: the Open Molecules 2025 dataset; level of theory: ωB97M-V with the def2-TZVPD basis set.

Cartesian coordinates (Å):
C -1.272 1.203 1.706
C -0.497 0.478 0.652
C 0.042 0.996 -0.522
C 0.740 -0.205 -1.085
N 1.457 -0.257 -2.304
C 0.498 -1.357 -0.233
N -0.195 -0.884 0.824
H -0.787 1.127 2.688
H -1.318 2.260 1.427
H -2.302 0.833 1.808
H -0.515 -0.421 -1.387
H 2.378 -0.643 -2.127
H 1.558 0.692 -2.660
H 0.813 -2.392 -0.331
H -0.597 -1.487 1.539

Cartesian forces, eV/Å:
-0.107 0.021 0.113
0.253 -0.234 -0.126
0.253 -0.512 0.275
-3.306 -0.912 -0.729
0.671 0.159 0.513
0.347 0.500 0.345
0.117 0.158 -0.384
-0.106 0.036 -0.158
0.010 -0.252 0.065
0.168 0.051 -0.016
1.676 0.624 0.456
0.002 0.076 -0.274
-0.009 -0.225 0.117
-0.152 0.260 0.068
0.182 0.249 -0.263

Summary:
- total energy (Ha) = -304.6848
- HOMO-LUMO gap (Ha) = 0.308
- F_max (eV/Å) = 3.506
- energy above the lowest of the compared OMol25 structures with the same formula, charge and spin (eV) = 4.101

Record 2
A structure of composition C5H8N2. Source: the Open Molecules 2025 dataset; level of theory: ωB97M-V with the def2-TZVPD basis set.

Cartesian coordinates (Å):
C -2.470 -0.049 -0.409
N -1.089 0.177 -0.043
C 0.016 -0.502 -0.421
C 1.122 0.094 0.132
C 2.546 -0.366 0.025
C 0.673 1.273 0.816
N -0.718 1.288 0.665
H -2.648 0.182 -1.465
H -3.082 0.611 0.207
H -2.748 -1.088 -0.211
H -0.073 -1.370 -1.066
H 2.614 -1.381 -0.380
H 3.024 -0.358 1.010
H 3.132 0.294 -0.623
H -0.300 1.196 1.762

Cartesian forces, eV/Å:
-0.117 -0.020 -0.012
0.158 -0.031 -0.010
-0.057 0.066 0.054
0.013 0.023 0.021
0.057 -0.012 -0.013
0.131 -0.198 -0.334
0.044 -0.047 -0.042
0.027 -0.024 0.142
0.080 -0.100 -0.093
0.031 0.153 -0.034
0.020 0.140 0.106
-0.023 0.152 0.062
-0.079 0.000 -0.133
-0.107 -0.079 0.096
-0.178 -0.023 0.189

Summary:
- total energy (Ha) = -304.6883
- HOMO-LUMO gap (Ha) = 0.340
- F_max (eV/Å) = 0.409
- energy above the lowest of the compared OMol25 structures with the same formula, charge and spin (eV) = 4.004

Record 3
A cluster of 2 separate species, C5H8N2 in total. Source: the Open Molecules 2025 dataset; level of theory: ωB97M-V with the def2-TZVPD basis set.

Cartesian coordinates (Å):
C -1.704 -1.175 0.541
C -0.960 0.100 0.412
N -0.111 0.766 1.053
C -0.746 1.414 -0.160
H -2.529 -0.997 1.237
H -1.061 -1.952 0.964
H -2.125 -1.519 -0.407
H -0.117 1.562 -1.041
H -1.440 2.225 0.053
C 2.537 0.327 0.148
C 1.878 -0.446 -0.672
N 1.210 -1.164 -1.415
H 2.782 1.343 -0.136
H 2.715 0.001 1.166
H 0.208 -0.985 -1.272

Cartesian forces, eV/Å:
-0.028 -0.051 0.018
0.135 0.251 0.503
-0.499 -0.344 -0.019
-0.109 0.323 -0.253
0.010 -0.104 -0.088
-0.075 0.126 -0.048
0.088 0.085 0.106
-0.082 -0.114 0.184
0.060 -0.065 -0.106
0.072 -0.126 -0.163
-0.197 -0.095 -0.116
0.365 0.390 0.389
0.090 -0.151 -0.051
0.052 -0.007 -0.172
0.118 -0.118 -0.186

Summary:
- total energy (Ha) = -304.7008
- HOMO-LUMO gap (Ha) = 0.364
- F_max (eV/Å) = 0.661
- energy above the lowest of the compared OMol25 structures with the same formula, charge and spin (eV) = 3.666

Record 4
The molecule C5H8N2. Source: the Open Molecules 2025 dataset; level of theory: ωB97M-V with the def2-TZVPD basis set.

Cartesian coordinates (Å):
C 0.439 0.337 -1.839
C -0.413 0.997 -0.758
N -0.359 0.212 0.466
C 0.740 0.071 1.285
C 0.502 -1.048 2.030
N -0.710 -1.604 1.696
C -1.184 -0.832 0.754
H 0.449 0.921 -2.764
H 1.471 0.221 -1.490
H 0.048 -0.662 -2.057
H -1.463 1.049 -1.069
H -0.079 2.020 -0.545
H 1.555 0.782 1.274
H 1.134 -1.500 2.782
H -2.130 -0.964 0.236

Cartesian forces, eV/Å:
0.034 -0.018 -0.043
-0.031 0.065 -0.026
0.004 -0.099 -0.024
-0.024 -0.007 -0.011
0.119 -0.030 0.148
0.019 0.051 -0.005
-0.165 0.050 -0.136
-0.043 -0.040 0.123
-0.145 0.053 -0.078
0.067 0.152 -0.007
0.189 0.035 0.066
-0.043 -0.207 -0.019
-0.094 -0.159 -0.040
-0.110 0.150 -0.055
0.222 0.003 0.107

Summary:
- total energy (Ha) = -304.8292
- HOMO-LUMO gap (Ha) = 0.357
- F_max (eV/Å) = 0.246
- energy above the lowest of the compared OMol25 structures with the same formula, charge and spin (eV) = 0.172

Record 5
A cluster of 2 separate species, C5H8N2 in total. Source: the Open Molecules 2025 dataset; level of theory: ωB97M-V with the def2-TZVPD basis set.

Cartesian coordinates (Å):
C -1.573 -1.107 0.601
C -1.100 0.293 0.557
N -0.303 1.076 1.127
C -1.131 1.621 -0.021
H -2.588 -1.138 1.012
H -0.910 -1.711 1.226
H -1.597 -1.531 -0.406
H -0.599 1.840 -0.949
H -1.919 2.329 0.237
C 2.532 0.085 0.128
C 1.774 -0.552 -0.726
N 1.045 -1.219 -1.464
H 3.608 0.106 0.007
H 2.056 0.612 0.949
H 0.704 -0.706 -2.278

Cartesian forces, eV/Å:
0.021 -0.027 0.029
0.275 0.194 0.257
-0.323 -0.448 -0.075
-0.150 0.270 -0.267
0.117 0.019 -0.072
-0.088 0.094 -0.053
0.006 0.084 0.139
-0.069 -0.056 0.151
0.102 -0.124 -0.037
-0.088 -0.096 -0.091
-0.190 -0.138 -0.211
0.404 0.388 0.363
-0.129 -0.062 -0.020
0.071 -0.068 -0.145
0.039 -0.031 0.033

Summary:
- total energy (Ha) = -304.7116
- HOMO-LUMO gap (Ha) = 0.370
- F_max (eV/Å) = 0.668
- energy above the lowest of the compared OMol25 structures with the same formula, charge and spin (eV) = 3.371

Record 6
The molecule C5H8N2 at a distorted geometry. Source: the Open Molecules 2025 dataset; level of theory: ωB97M-V with the def2-TZVPD basis set.

Cartesian coordinates (Å):
C -2.276 -0.384 0.619
C -0.892 -0.073 0.120
C 0.180 0.605 0.685
C 1.325 0.350 -0.116
N 2.606 0.808 0.270
C 0.911 -0.317 -1.230
N -0.430 -0.620 -1.036
H -2.477 -1.460 0.514
H -2.370 -0.146 1.683
H -3.058 0.151 0.072
H 0.216 1.661 0.868
H 3.255 0.040 0.150
H 2.605 1.004 1.272
H 1.417 -0.540 -2.153
H -1.011 -1.079 -1.717

Cartesian forces, eV/Å:
-0.033 0.140 -0.098
0.013 0.039 -0.278
0.098 0.206 -0.557
-0.098 -0.100 -0.301
0.077 -0.238 -0.093
0.340 -0.298 -0.014
-0.211 -0.135 -0.175
0.081 0.275 0.012
0.085 0.054 -0.256
0.059 -0.008 0.043
-0.703 0.345 1.989
0.247 0.212 -0.142
-0.119 0.034 -0.394
0.037 -0.308 0.054
0.125 -0.217 0.208

Summary:
- total energy (Ha) = -304.7868
- HOMO-LUMO gap (Ha) = 0.316
- F_max (eV/Å) = 2.138
- energy above the lowest of the compared OMol25 structures with the same formula, charge and spin (eV) = 1.324

Record 7
The molecule C5H8N2 at a distorted geometry. Source: the Open Molecules 2025 dataset; level of theory: ωB97M-V with the def2-TZVPD basis set.

Cartesian coordinates (Å):
C -1.925 -0.444 -0.117
C -1.014 0.643 0.545
C -0.349 1.617 -0.219
N 0.932 1.190 -0.399
C 1.127 -0.015 0.248
N 2.257 -0.803 -0.068
C 0.008 -0.258 0.968
H -1.305 -1.252 -0.582
H -2.577 -0.965 0.585
H -2.454 0.004 -0.944
H -0.641 2.586 -0.620
H 1.662 1.643 -0.924
H 2.521 -1.333 0.753
H 2.006 -1.484 -0.786
H -0.247 -1.128 1.559

Cartesian forces, eV/Å:
-0.869 0.479 -0.098
0.315 -0.890 -0.664
-0.073 -0.321 -0.236
0.212 0.071 0.099
0.199 0.181 0.378
0.241 -0.096 0.158
0.870 -0.134 0.348
-0.313 0.781 0.265
-0.258 0.248 -0.071
-0.722 0.040 -0.035
-0.231 -0.570 -0.189
-0.004 0.165 0.192
0.208 0.001 -0.054
0.128 0.229 0.174
0.297 -0.185 -0.267

Summary:
- total energy (Ha) = -304.7400
- HOMO-LUMO gap (Ha) = 0.313
- F_max (eV/Å) = 1.154
- energy above the lowest of the compared OMol25 structures with the same formula, charge and spin (eV) = 2.598

Record 8
The molecule C5H8N2. Source: the Open Molecules 2025 dataset; level of theory: ωB97M-V with the def2-TZVPD basis set.

Cartesian coordinates (Å):
C -0.585 1.862 -0.010
N -0.412 0.433 0.080
C -1.356 -0.507 0.159
C -0.786 -1.778 0.056
C 0.576 -1.596 -0.132
C 0.906 -0.152 -0.079
N 1.905 0.663 -0.536
H -0.276 2.346 0.921
H 0.067 2.221 -0.813
H -1.633 2.087 -0.217
H -2.393 -0.244 0.355
H -1.320 -2.715 0.165
H 1.339 -2.362 -0.188
H 1.269 -0.316 0.994
H 2.697 0.060 -0.755

Cartesian forces, eV/Å:
-0.068 0.181 0.018
-0.128 -0.190 0.168
0.284 0.353 -0.081
0.263 -0.044 -0.061
-0.013 -0.054 0.086
-0.135 -0.013 0.057
0.033 -0.063 -0.710
-0.011 -0.041 -0.129
-0.090 -0.052 0.096
0.137 -0.011 0.030
0.255 -0.035 -0.061
0.139 0.196 0.022
-0.084 0.113 0.024
-0.585 -0.576 0.564
0.003 0.235 -0.023

Summary:
- total energy (Ha) = -304.7014
- HOMO-LUMO gap (spin up / spin down) (Ha) = 0.243 / 0.243
- F_max (eV/Å) = 0.996
- energy above the lowest of the compared OMol25 structures with the same formula, charge and spin (eV) = 3.650